Entry 1:
9
Properties=species:S:1:pos:R:3 method="wB97M-V/def2-TZVPD" relative_energy_kcal_mol=89.58 spin_multiplicity=1 total_charge=0 homo_lumo_gap_ev=9.83 homo_ev=-9.76
C 0.272 1.316 -0.067
C -0.555 0.449 -0.087
C 2.665 -0.260 0.906
C -1.531 -0.616 -0.082
S 3.518 -0.305 -0.355
H 0.977 2.093 -0.070
H -1.099 -1.522 -0.511
H -2.400 -0.328 -0.674
H -1.848 -0.827 0.940

---

Entry 2:
133
Properties=species:S:1:pos:R:3 method="wB97M-V/def2-TZVPD" spin_multiplicity=1 total_charge=+1 homo_lumo_gap_ev=5.33 homo_ev=-10.40
C 5.495 -3.399 3.332
C 5.733 -4.144 1.907
C 5.288 -3.149 0.704
C 6.214 -1.801 0.670
C 5.231 -0.527 0.492
C 4.981 0.280 1.884
C 3.450 0.183 2.373
C 3.101 1.128 3.624
C 1.609 1.772 3.541
C 0.480 0.642 3.667
C -1.010 1.226 3.913
C -1.936 -0.070 4.259
C -3.527 0.275 4.097
N -3.918 -0.023 2.696
C -4.645 -1.261 2.487
N -5.920 -1.441 2.862
S -6.860 -0.205 3.705
N -3.894 -2.342 1.783
C -4.161 -3.684 2.386
C -3.209 -4.869 1.835
P -2.299 -5.796 3.219
O -3.163 -7.044 3.541
O -0.771 -6.237 2.630
C -0.854 -7.062 1.431
C -0.425 -8.594 1.745
O -2.188 -4.893 4.657
C -0.856 -4.331 4.857
C -0.428 -3.274 3.699
C -4.128 -2.292 0.328
C -3.105 -1.719 -0.710
C -3.309 -1.657 -2.234
N -4.523 -2.104 -2.819
C -5.494 -2.594 -1.912
C -5.456 -2.771 -0.383
P -4.433 1.330 1.744
O -5.108 2.471 2.546
O -5.663 0.743 0.680
O -3.213 1.963 0.697
H 4.578 -2.707 3.244
H 6.441 -2.774 3.518
H 5.335 -4.162 4.178
H 5.067 -5.074 1.846
H 6.836 -4.459 1.766
H 5.350 -3.648 -0.323
H 4.190 -2.874 0.887
H 6.852 -1.748 1.623
H 6.901 -1.885 -0.238
H 5.699 0.131 -0.323
H 4.214 -0.871 0.096
H 5.308 1.367 1.733
H 5.708 -0.172 2.664
H 3.281 -0.904 2.702
H 2.749 0.424 1.486
H 3.183 0.464 4.568
H 3.917 1.927 3.725
H 1.549 2.527 4.404
H 1.593 2.339 2.534
H 0.533 0.007 2.712
H 0.788 -0.046 4.542
H -1.053 2.017 4.739
H -1.335 1.684 2.902
H -1.691 -0.834 3.440
H -1.701 -0.461 5.320
H -3.604 1.401 4.346
H -4.048 -0.364 4.903
H -6.446 -2.317 2.683
H -6.185 -0.001 4.914
H -5.237 -3.981 2.064
H -4.203 -3.673 3.543
H -2.464 -4.431 1.078
H -3.866 -5.600 1.229
H -1.892 -7.116 0.956
H -0.162 -6.564 0.650
H -1.404 -9.139 2.023
H 0.357 -8.628 2.572
H -0.089 -9.040 0.749
H -0.833 -3.739 5.845
H -0.084 -5.169 4.904
H 0.052 -2.347 4.197
H -1.415 -3.003 3.157
H 0.251 -3.752 2.912
H -2.103 -1.329 -0.299
H -2.466 -1.221 -2.885
H -6.488 -2.919 -2.402
H -6.317 -3.212 0.235
H -5.749 1.357 -0.093
H -3.735 2.233 -0.106
C -5.518 3.661 -6.473
O -5.694 4.556 -5.391
C -6.644 4.082 -4.445
C -6.390 4.702 -3.076
O -5.313 4.080 -2.367
C -3.997 4.380 -2.842
C -3.543 5.791 -2.485
O -4.121 6.738 -3.376
C -4.182 8.036 -2.813
H -6.455 3.532 -7.024
H -4.766 4.078 -7.144
H -5.157 2.691 -6.112
H -6.596 2.989 -4.363
H -7.639 4.372 -4.799
H -7.278 4.531 -2.460
H -6.250 5.783 -3.137
H -3.908 4.178 -3.910
H -3.337 3.674 -2.328
H -2.453 5.863 -2.587
H -3.826 6.014 -1.451
H -4.786 8.029 -1.900
H -4.661 8.698 -3.535
H -3.175 8.410 -2.598
C 6.144 1.060 -7.075
O 5.966 1.948 -5.987
C 5.017 1.465 -5.044
C 5.270 2.077 -3.671
O 6.347 1.454 -2.967
C 7.662 1.760 -3.439
C 8.113 3.170 -3.073
O 7.533 4.124 -3.959
C 7.469 5.416 -3.387
H 5.206 0.932 -7.627
H 6.894 1.484 -7.744
H 6.508 0.090 -6.720
H 5.069 0.372 -4.969
H 4.020 1.754 -5.396
H 4.382 1.899 -3.056
H 5.406 3.159 -3.726
H 7.753 1.566 -4.508
H 8.322 1.053 -2.930
H 9.202 3.245 -3.173
H 7.828 3.386 -2.037
H 6.864 5.402 -2.474
H 6.989 6.083 -4.104
H 8.475 5.790 -3.168